No. 1
ORCA calculation (ωB97M-V/def2-TZVPD) on 12 unconnected molecules or ions with the total composition C48H132N12O12 in a non-equilibrium geometry.

Structure (XYZ):
```
204
Properties=species:S:1:pos:R:3:forces:R:3
C -1.760310 -4.591871 -0.674965 1.0 1.7 1.1
C -0.218156 -4.558709 -0.730820 -0.7 0.4 0.2
C 0.109267 -4.072243 -2.113543 0.0 0.3 -1.3
O 1.519744 -4.013248 -2.248924 1.0 0.9 -0.9
C 2.078521 -2.728924 -2.719821 -2.0 -0.7 0.8
N 0.402318 -3.695808 0.286096 -0.6 -1.1 0.1
H -2.142875 -4.919678 0.290461 0.0 0.0 0.0
H -2.208257 -5.137959 -1.467013 -0.2 -0.7 -0.7
H -2.008856 -3.525617 -0.823833 -0.5 -0.4 0.2
H 0.197063 -5.544072 -0.609000 0.2 -0.6 0.0
H -0.285917 -3.034456 -2.293838 0.0 -1.0 0.4
H -0.389714 -4.788621 -2.851665 0.9 0.9 0.4
H 1.811014 -2.549744 -3.779508 0.2 -0.1 0.5
H 3.148103 -2.774495 -2.568389 0.1 -0.1 -0.1
H 1.640466 -1.921579 -2.073573 0.5 -0.5 -0.6
H -0.065443 -2.814292 0.277985 -0.6 0.8 0.2
H 1.337510 -3.537672 -0.029915 0.8 0.1 -0.1
C -1.167611 2.887447 8.224574 1.1 1.0 1.5
C -0.541983 1.579066 7.813189 0.3 -0.7 -2.0
C 0.827001 1.428806 8.459970 -1.6 -1.1 0.5
O 1.417989 0.259544 7.926167 -1.5 1.3 -0.5
C 2.667137 0.058150 8.443205 0.5 -1.4 -0.7
N -1.361481 0.350092 8.088075 0.6 1.2 -1.2
H -0.575479 3.785123 7.928169 -0.3 -0.7 -0.1
H -1.195537 2.957016 9.340809 -0.1 -0.2 -0.6
H -2.162058 3.036218 7.889735 -1.0 -0.1 -0.5
H -0.357405 1.542138 6.696422 -0.3 0.2 1.0
H 0.494107 1.238540 9.513853 1.0 0.2 -0.1
H 1.474231 2.319825 8.403145 -0.2 -0.3 -0.1
H 3.369645 0.766203 8.038086 0.6 0.6 0.0
H 2.929443 -0.940008 8.039003 0.3 0.4 0.8
H 2.600848 0.128864 9.516256 0.6 -0.3 0.7
H -1.515616 0.262161 9.078906 -0.6 0.0 0.2
H -2.218062 0.429860 7.520142 0.4 -0.2 1.0
C -1.215123 2.548773 -3.017390 1.8 -1.8 0.5
C -2.560880 2.774867 -3.516678 -1.3 0.2 -1.6
C -3.466057 3.375265 -2.507867 -0.8 1.5 1.7
O -3.373275 2.561862 -1.343484 0.1 -0.1 0.7
C -4.103917 2.934994 -0.185201 -0.8 1.0 0.2
N -2.643907 3.636165 -4.702596 0.0 -0.4 -0.1
H -0.872846 3.467539 -2.625662 0.9 1.0 0.8
H -0.465710 2.151822 -3.726747 -0.5 0.5 -0.3
H -1.226415 1.757026 -2.254699 0.0 0.6 0.3
H -2.975046 1.827703 -3.806288 -0.6 -0.6 -0.2
H -4.495084 3.547485 -2.919297 0.6 -0.7 0.5
H -3.135658 4.412817 -2.215843 0.1 -0.6 -0.3
H -3.790262 2.363187 0.721944 0.0 0.0 -1.1
H -5.171326 2.741711 -0.421543 0.3 0.1 0.5
H -4.016649 4.028728 0.142204 0.2 -1.1 -0.8
H -2.414636 3.038354 -5.490399 0.2 0.5 -0.2
H -1.934922 4.351971 -4.606655 0.1 0.1 -0.3
C 2.884727 -1.086041 -6.261943 -0.2 0.8 0.1
C 1.317128 -1.252944 -6.113107 2.2 -0.1 1.9
C 0.621543 -0.462648 -7.148504 -1.2 -0.4 -1.6
O 0.742124 0.860033 -6.739428 -0.3 -0.6 2.6
C 0.374587 1.887542 -7.550721 0.1 -0.3 -1.9
N 1.031382 -2.655023 -6.205889 -0.4 -1.6 -0.5
H 3.197435 -1.685982 -7.131586 -0.1 0.4 0.2
H 3.398345 -1.502483 -5.391345 -0.1 -0.1 0.0
H 3.268614 -0.008798 -6.348704 -0.9 -1.5 -0.1
H 1.013730 -0.821467 -5.115292 0.4 -0.2 -0.8
H -0.457076 -0.846588 -7.202633 1.0 0.8 -0.1
H 1.100534 -0.612993 -8.159431 -0.5 0.1 0.7
H 0.543268 2.829698 -7.081167 0.3 0.6 0.5
H -0.657767 1.881910 -7.900261 -0.3 -0.3 0.0
H 1.040041 1.755649 -8.394127 0.0 0.8 -1.0
H 0.057883 -2.974709 -6.185441 0.6 0.6 0.2
H 1.626417 -3.333152 -5.710501 -0.4 1.0 -0.3
C -5.945099 -2.317385 -1.689130 0.1 2.5 -0.4
C -5.284150 -0.929268 -2.085778 0.5 -2.3 -0.9
C -6.282168 -0.076695 -2.750645 -0.4 1.7 0.0
O -5.794320 1.297060 -2.961413 -0.5 -1.1 -0.7
C -6.553580 1.866001 -4.041649 -0.7 -0.1 1.0
N -4.672743 -0.298956 -0.963748 0.1 -1.1 0.9
H -6.153708 -2.910882 -2.557792 -0.3 -0.2 -0.5
H -6.878191 -2.041247 -1.172456 0.3 -0.7 0.2
H -5.223397 -2.840421 -1.102518 0.2 -0.4 0.8
H -4.547142 -1.178424 -2.884845 0.1 0.3 0.8
H -7.215540 -0.054106 -2.187302 -0.2 0.3 0.3
H -6.498133 -0.546928 -3.677498 -0.3 -0.2 -1.3
H -6.235450 2.890633 -4.276278 0.2 -0.4 0.2
H -7.617557 1.910883 -3.708018 0.5 0.0 -0.4
H -6.496451 1.219735 -4.922218 0.1 0.2 -0.1
H -5.421225 -0.068124 -0.320516 0.2 0.3 0.3
H -4.230834 0.528841 -1.286729 0.4 1.1 0.0
C 3.061099 1.892478 -4.079678 -0.5 1.0 0.3
C 3.514057 3.320796 -3.636273 1.3 -1.2 -0.2
C 4.589907 3.208290 -2.477560 -2.1 2.0 -0.2
O 5.210123 4.433057 -2.103225 -1.5 2.0 1.5
C 4.380702 5.227629 -1.197838 2.1 2.1 -0.8
N 4.219443 3.932289 -4.777690 -0.5 0.7 0.5
H 3.835901 1.133238 -4.172434 0.3 0.2 0.2
H 2.580873 1.999754 -5.055380 0.0 -0.1 0.0
H 2.298629 1.534899 -3.384499 0.1 -0.2 -0.1
H 2.574744 3.858352 -3.413286 0.6 0.2 0.3
H 5.460599 2.845849 -2.939365 0.7 -2.3 -0.3
H 4.139909 2.845134 -1.557053 0.3 -1.2 -0.2
H 3.796516 4.677072 -0.532636 -1.3 -1.5 0.7
H 3.746147 5.989936 -1.697545 0.3 -0.7 -0.1
H 5.029949 5.814620 -0.480679 -0.2 -0.6 -1.1
H 4.761648 3.205851 -5.212289 0.3 -0.2 -0.3
H 4.884630 4.609179 -4.392038 -0.2 -0.1 -0.3
C 3.792194 -1.933534 2.116307 -0.5 0.4 0.1
C 3.791843 -0.733395 1.131283 -1.0 -0.6 0.4
C 4.845750 0.299863 1.370889 1.7 -0.3 0.8
O 4.737660 1.367577 0.476094 -0.1 0.9 -0.1
C 5.327051 2.581562 0.983436 -0.3 -0.2 -3.1
N 3.579031 -1.293219 -0.242747 1.2 0.0 0.1
H 2.814671 -2.381580 1.850689 0.7 -0.5 0.4
H 3.804008 -1.765205 3.234265 0.0 0.4 -1.3
H 4.631154 -2.596153 1.891169 -0.2 -0.2 0.0
H 2.899021 -0.170796 1.384631 -0.7 -0.1 -0.3
H 5.833701 -0.217113 1.283074 -0.1 0.6 0.1
H 4.773247 0.743564 2.400410 -0.1 -0.8 -0.5
H 4.788920 3.025346 1.776992 -0.6 0.1 1.3
H 5.251965 3.308984 0.130556 0.4 -0.7 0.8
H 6.365576 2.402107 1.178481 0.6 0.1 0.5
H 3.497404 -0.540650 -0.929772 0.1 -0.2 0.3
H 4.332198 -1.941810 -0.604648 -0.9 1.1 1.0
C 0.343551 -3.345898 4.222788 -0.3 -1.4 -0.6
C -0.410955 -2.404098 5.106920 0.8 0.7 0.6
C -1.894132 -2.622255 5.084141 -0.7 0.1 1.1
O -2.471773 -2.695708 3.828905 0.6 0.1 -1.3
C -3.867853 -2.718519 3.790659 -0.2 0.3 -1.0
N -0.007491 -2.720385 6.514435 0.3 0.6 -0.6
H -0.198615 -3.642395 3.305049 0.2 0.2 0.4
H 0.560834 -4.255874 4.809477 -0.2 0.1 -0.4
H 1.295752 -2.951941 3.914237 0.4 0.4 -0.1
H -0.128837 -1.375178 4.760658 -0.5 -0.5 0.7
H -2.402516 -1.857716 5.677824 0.1 0.4 0.1
H -2.059570 -3.536783 5.644110 -0.1 -0.6 0.0
H -4.284777 -1.691002 3.812763 0.1 -0.3 0.4
H -4.255852 -3.322315 4.632790 -0.2 0.1 -0.6
H -4.116340 -3.076142 2.748228 -0.1 -0.2 1.3
H 0.970491 -3.074535 6.473960 -1.0 1.0 0.6
H -0.202391 -1.928623 7.161529 0.8 -0.7 -0.6
C -5.016019 -0.802575 -7.164343 -2.6 0.9 -1.3
C -4.028962 -1.583331 -6.421856 1.9 -1.1 0.6
C -3.161189 -0.631064 -5.557138 0.0 0.7 0.6
O -2.373254 -1.417356 -4.673447 -0.9 -0.6 -0.6
C -1.516362 -0.800742 -3.772877 2.5 0.1 -0.2
N -4.688159 -2.478647 -5.496059 -0.9 -0.9 0.7
H -4.612764 -0.067530 -7.824971 1.0 0.6 -0.5
H -5.631574 -0.182945 -6.472160 0.1 -0.8 -0.3
H -5.679455 -1.369715 -7.894069 0.6 0.2 1.3
H -3.376067 -2.183723 -7.111601 -0.2 0.7 0.3
H -3.862379 0.019202 -4.958977 0.5 -0.5 -0.4
H -2.495042 0.061809 -6.137067 -0.5 -0.6 0.1
H -0.998960 -1.665804 -3.221467 -0.9 1.6 -0.6
H -1.946910 -0.060549 -3.078961 -0.4 -0.5 -0.1
H -0.685988 -0.240334 -4.348825 -1.1 -0.6 0.8
H -5.324430 -3.168738 -5.932715 0.8 0.7 0.3
H -4.039117 -2.939636 -4.852810 -0.3 0.2 -0.5
C 3.340215 -7.265334 4.543496 0.9 0.8 -0.8
C 3.133741 -5.750116 4.542527 1.5 -1.0 -0.2
C 4.312736 -5.036466 5.108123 2.1 -0.3 -0.1
O 4.004239 -3.642701 5.200700 -0.3 -1.5 0.1
C 4.820200 -2.942020 6.071129 1.3 1.4 -0.9
N 2.952564 -5.294929 3.199584 -2.0 -0.3 -1.0
H 3.383365 -7.685167 5.523689 0.2 -0.2 0.8
H 4.251563 -7.483878 3.962344 -0.2 -0.1 0.4
H 2.540530 -7.749722 4.032536 -0.8 -0.3 -0.5
H 2.348151 -5.537253 5.206086 -1.6 0.5 0.9
H 5.265565 -5.209091 4.453647 -1.5 0.4 0.9
H 4.539215 -5.492714 6.098299 -0.1 0.6 -0.2
H 5.788100 -2.643314 5.572387 -0.7 -0.2 0.3
H 5.105908 -3.427960 6.987325 -0.2 -0.7 0.5
H 4.264740 -2.043277 6.301369 0.1 0.4 0.2
H 2.869500 -4.295387 3.195253 0.5 0.7 0.1
H 1.970752 -5.521432 2.968304 0.6 -0.3 -0.4
C -0.828388 -0.056458 2.528693 1.0 0.5 -1.1
C -1.251277 -0.116881 1.051893 0.2 -1.4 -0.2
C 0.003659 0.021900 0.189581 0.2 0.5 -1.8
O 0.417520 1.389922 0.058466 0.5 0.6 0.0
C 1.522683 1.533042 -0.831961 0.5 -0.8 -0.9
N -1.833610 -1.486112 0.788700 1.5 0.4 2.3
H -1.662871 -0.003790 3.203578 -0.4 0.3 0.3
H -0.143861 0.839804 2.625380 -0.7 -1.2 0.3
H -0.308534 -1.015504 2.735996 0.0 0.7 -0.1
H -1.927280 0.671070 0.746021 -0.4 0.3 0.1
H -0.149168 -0.243269 -0.905841 -0.2 -0.7 1.3
H 0.833450 -0.547203 0.626085 -0.1 -0.3 -0.2
H 1.565348 2.507181 -1.355087 -0.5 -0.1 0.7
H 1.488692 0.792840 -1.692718 -0.3 0.4 1.0
H 2.514733 1.370094 -0.360476 -0.6 0.1 0.1
H -2.028917 -1.920400 1.724537 0.2 0.4 -1.3
H -2.665772 -1.492410 0.258345 -1.1 0.4 -0.7
C 1.519541 4.784942 1.438131 1.7 0.5 0.3
C 0.452107 4.661703 2.521485 0.5 -0.5 1.4
C -0.676958 5.571378 2.171782 -1.4 0.1 -0.3
O -0.195710 6.879077 1.877379 -0.3 -1.1 0.7
C -1.271047 7.746859 1.672053 -0.2 0.2 1.4
N -0.141918 3.324858 2.754744 0.0 0.6 -1.2
H 2.090946 5.734818 1.513953 -0.3 -0.4 0.4
H 1.069229 4.929065 0.479607 -0.6 -0.5 -0.8
H 2.303547 3.998471 1.364758 -0.8 0.1 0.3
H 0.795136 4.962174 3.552896 0.2 0.0 -1.1
H -1.384240 5.570852 3.027379 0.2 0.3 -0.3
H -1.280044 5.153620 1.297858 0.7 0.4 0.6
H -1.728465 7.521728 0.728697 -0.7 0.1 -0.5
H -0.843989 8.711760 1.711632 0.4 1.3 -0.6
H -1.990598 7.803965 2.537354 0.3 -0.7 -0.8
H 0.531287 2.717526 3.192103 0.3 -0.1 0.1
H -0.310646 2.928166 1.824800 0.0 -0.2 0.3
```
Forces are in eV/Å.

* ΔE to the lowest compared entry with this formula, charge and spin: 4.934 eV
* structure (SMILES): COC[C@H](C)N.COC[C@H](C)N.COC[C@H](C)N.COC[C@H](C)N.COC[C@H](C)N.COC[C@H](C)N.COC[C@H](C)N.COC[C@H](C)N.COC[C@H](C)N.COC[C@H](C)N.COC[C@H](C)N.COC[C@H](C)N


No. 2
ORCA calculation (ωB97M-V/def2-TZVPD) on C2H2N6 in the gas phase in a non-equilibrium geometry.

Structure (XYZ):
```
10
Properties=species:S:1:pos:R:3:forces:R:3
C -0.702403 1.457835 0.416600 0.2 -1.2 0.6
C 0.633638 -0.094463 -0.364712 0.1 2.0 -0.4
H -1.439313 1.935511 1.044043 0.0 -0.1 -0.3
H 1.457317 -2.021258 -0.697304 -1.3 0.7 0.1
N 0.308930 1.994115 -0.159738 0.7 1.1 -1.0
N 1.148384 1.073318 -0.758150 0.0 -1.0 0.8
N 0.644224 -1.423631 -0.448609 3.9 -2.2 -1.8
N -0.425992 -1.966403 0.112758 0.0 -1.2 -0.1
N -1.133095 -1.033093 0.530081 -2.5 -0.9 1.7
N -0.491689 0.078068 0.325030 -1.1 2.8 0.3
```
Forces are in eV/Å.

* ΔE to the lowest compared entry with this formula, charge and spin: 0.121 eV
* structure (SMILES): c1nnc2[nH]nnn12


no.,frontier orbital gap (Ha)
1,0.3291
2,0.3779